Record 1
Formula: C34H35BaN3O6S6Sb2
Source: OMol25
Level of theory: the ωB97M-V functional and the def2-TZVPD basis

Last column: Mulliken charge in e.
Element x y z (Å)
Ba1 4.625 -5.078 21.606  0.45
O1 5.783 -5.185 26.098  -0.49
C1 5.184 -5.712 24.990  -0.05
O2 4.280 -5.167 24.370  0.14
C2 5.766 -7.030 24.500  0.03
C3 6.430 -7.947 25.284  -0.29
C4 6.833 -9.144 24.686  -0.41
C5 6.602 -9.369 23.351  -1.01
C6 5.970 -8.337 22.636  0.36
N1 5.563 -7.223 23.234  0.93
C7 5.667 -8.504 21.109  -0.01
O3 6.198 -9.442 20.527  -0.84
O4 4.868 -7.642 20.594  -0.47
H1 5.458 -4.312 26.222  0.23
H2 6.681 -7.816 26.366  0.43
H3 7.432 -9.914 25.228  0.32
H4 6.865 -10.260 22.871  0.65
S1 4.744 -2.085 28.095  -0.33
C8 4.970 -1.987 26.423  -0.04
S2 6.441 -2.336 25.633  -0.22
C9 5.964 -2.353 23.966  0.26
C10 4.658 -1.968 23.752  -0.26
S3 3.673 -2.127 22.301  -0.40
S4 3.741 -1.684 25.229  -0.09
S5 7.046 -3.224 22.902  -0.36
C11 4.556 -10.546 14.685  -1.37
C12 4.686 -9.226 15.334  0.95
C13 4.382 -8.045 14.615  -0.81
C14 4.360 -6.791 15.242  -0.91
C15 4.575 -6.674 16.585  -0.17
C16 4.849 -7.820 17.314  0.15
C17 4.939 -9.055 16.681  -0.68
S6 4.679 -5.042 17.276  1.31
O5 3.282 -4.624 17.398  -0.77
O6 5.469 -4.304 16.325  -0.75
N2 5.301 -5.155 18.747  0.19
C18 6.637 -5.462 18.892  0.03
C19 7.623 -5.515 17.864  -0.78
C20 8.927 -5.895 18.202  -0.40
C21 9.207 -6.182 19.530  -0.79
C22 8.233 -5.932 20.462  -0.37
N3 6.984 -5.565 20.187  0.59
H5 3.543 -10.971 14.773  0.25
H6 5.290 -11.259 15.049  0.38
H7 4.834 -10.531 13.578  0.33
H8 4.248 -8.116 13.565  0.36
H9 4.255 -5.923 14.595  0.38
H10 4.960 -7.763 18.400  0.59
H11 5.081 -9.906 17.357  0.38
H12 7.397 -5.190 16.864  0.55
H13 9.728 -6.065 17.430  0.27
H14 10.134 -6.637 19.892  0.35
H15 8.431 -6.186 21.535  0.30
C23 2.452 -9.574 22.021  -1.38
Sb1 1.874 -7.771 21.146  0.75
C24 1.758 -8.600 19.227  -1.61
C25 -0.264 -8.120 21.603  -1.75
C26 -1.105 -7.114 20.834  0.68
C27 -1.376 -7.277 19.475  -0.47
C28 -2.003 -6.284 18.702  -0.72
C29 -2.582 -5.187 19.364  -0.68
C30 -2.309 -5.059 20.734  -0.43
C31 -1.512 -5.907 21.481  1.09
C32 -1.208 -5.610 22.909  -1.81
Sb2 0.573 -4.279 23.017  0.70
C33 1.138 -4.966 25.017  -1.34
C34 -0.295 -2.415 23.942  -1.04
H16 1.984 -10.329 21.373  0.44
H17 2.087 -9.703 23.044  0.40
H18 3.522 -9.623 21.916  0.26
H19 1.083 -9.424 19.317  0.58
H20 2.728 -9.082 19.008  0.31
H21 1.506 -7.930 18.452  0.44
H22 -0.419 -8.075 22.682  0.59
H23 -0.588 -9.171 21.368  0.53
H24 -1.102 -8.180 18.996  0.46
H25 -2.147 -6.356 17.608  0.33
H26 -3.160 -4.483 18.822  0.44
H27 -2.723 -4.144 21.197  0.26
H28 -0.783 -6.417 23.463  0.24
H29 -2.050 -5.177 23.431  0.67
H30 0.357 -5.286 25.666  0.63
H31 1.737 -4.233 25.549  0.39
H32 1.883 -5.785 24.881  0.15
H33 -1.247 -2.630 24.524  0.34
H34 -0.567 -1.594 23.225  0.34
H35 0.518 -2.069 24.650  0.15

Kohn-Sham gap: 0.1957 hartree
charge: -2
DFT total energy: -131366.708 eV
relative energy (zero: lowest compared OMol25 entry of this formula, charge and spin): 0.0 kJ/mol

---

Record 2
Formula: C31H38BrMoN5O3
Source: OMol25
Level of theory: the ωB97M-V functional and the def2-TZVPD basis

Last column: Mulliken charge in e.
Element x y z (Å)
Mo1 -0.382 0.237 0.060  0.34
O1 -0.791 -2.835 -2.568  -0.59
C1 -0.972 -1.933 -1.798  0.01
N1 0.013 -1.296 -1.054  0.26
C2 1.361 -1.287 -1.606  -1.21
C3 1.603 0.151 -2.028  0.96
C4 2.578 0.547 -2.920  -1.02
C5 2.667 1.883 -3.288  -0.24
C6 1.758 2.790 -2.756  -0.97
C7 0.824 2.340 -1.853  -0.24
N2 0.742 1.048 -1.472  0.34
C8 -2.292 -1.254 -1.600  0.79
C9 -3.474 -1.759 -2.095  -0.84
C10 -4.622 -0.986 -1.994  -0.36
C11 -4.525 0.273 -1.418  -0.80
C12 -3.303 0.701 -0.936  -0.24
N3 -2.193 -0.045 -1.009  0.33
H1 1.435 -1.964 -2.458  0.58
H2 2.093 -1.605 -0.859  0.31
H3 3.243 -0.192 -3.347  0.52
H4 3.425 2.207 -3.988  0.50
H5 1.768 3.831 -3.047  0.48
H6 0.104 3.015 -1.406  0.52
H7 -3.474 -2.737 -2.556  0.55
H8 -5.571 -1.349 -2.366  0.48
H9 -5.387 0.921 -1.342  0.46
H10 -3.202 1.672 -0.466  0.51
C13 -2.522 0.447 7.759  -1.76
C14 -2.718 1.557 6.715  1.94
C15 -1.884 2.777 7.127  -1.84
C16 -4.205 1.956 6.672  -1.54
C17 -2.339 1.063 5.326  -0.23
C18 -1.820 1.940 4.371  -0.21
C19 -1.523 1.441 3.133  0.10
Br1 -0.901 2.599 1.701  -0.09
C20 -1.709 0.107 2.755  0.34
O2 -1.349 -0.211 1.502  0.49
C21 -2.294 -0.776 3.681  -1.35
C22 -2.577 -0.256 4.938  0.11
C23 -2.714 -2.201 3.294  2.18
C24 -4.059 -2.065 2.555  -1.41
C25 -2.911 -3.059 4.549  -2.03
C26 -1.707 -2.930 2.384  -1.78
H11 -2.590 0.874 8.758  0.46
H12 -1.541 -0.021 7.660  0.38
H13 -3.290 -0.324 7.683  0.37
H14 -2.080 3.012 8.172  0.45
H15 -2.139 3.667 6.550  0.33
H16 -0.815 2.579 7.025  0.43
H17 -4.531 2.269 7.665  0.43
H18 -4.826 1.116 6.356  0.35
H19 -4.370 2.784 5.980  0.36
H20 -1.674 2.989 4.586  0.29
H21 -3.014 -0.924 5.667  0.22
H22 -4.786 -1.517 3.155  0.32
H23 -4.470 -3.053 2.338  0.45
H24 -3.929 -1.531 1.609  0.18
H25 -3.768 -2.729 5.136  0.36
H26 -2.020 -3.040 5.180  0.42
H27 -3.094 -4.094 4.262  0.48
H28 -1.800 -2.629 1.342  0.21
H29 -1.909 -4.000 2.416  0.51
H30 -0.678 -2.776 2.714  0.39
N4 1.379 0.434 1.074  -0.45
C27 2.419 0.840 1.405  0.47
N5 3.555 1.270 1.828  -0.12
C28 3.675 2.511 2.619  -0.59
C29 4.306 3.580 1.730  -0.43
O3 5.547 3.135 1.227  -0.38
C30 5.432 1.967 0.447  -0.37
C31 4.839 0.819 1.261  -0.60
H31 4.337 2.296 3.458  0.29
H32 2.701 2.822 2.990  0.42
H33 4.500 4.483 2.304  0.38
H34 3.620 3.819 0.904  0.25
H35 6.437 1.708 0.119  0.38
H36 4.799 2.155 -0.434  0.23
H37 5.500 0.577 2.095  0.29
H38 4.691 -0.067 0.647  0.43

Kohn-Sham gap (alpha / beta): 0.2420 / 0.2389 hartree
charge: +2
DFT total energy: -118242.154 eV
relative energy (zero: lowest compared OMol25 entry of this formula, charge and spin): 116.5 kJ/mol

---

no.,strongest force on any atom (eV/A)
1,3.68
2,2.25